{"formula": "C25H49CoGeN2O4S2", "method": "the ωB97M-V functional and the def2-TZVPD basis", "e_tot_ev": -153677.6215, "total_charge": 3, "spin_multiplicity": 6, "s2": 8.78, "homo_ev": [-16.7, -16.7], "homo_lumo_gap_ev": [9.06, 4.27], "de_lowest_kcal_mol": 0.0, "species": ["Co", "C", "C", "C", "C", "O", "Ge", "O", "C", "C", "C", "C", "O", "C", "C", "C", "C", "H", "H", "H", "H", "H", "H", "H", "H", "H", "H", "H", "H", "H", "H", "H", "H", "H", "H", "H", "H", "H", "H", "H", "H", "H", "H", "H", "C", "C", "N", "C", "S", "N", "C", "C", "H", "H", "H", "H", "H", "H", "H", "H", "H", "H", "H", "H", "C", "C", "C", "C", "C", "C", "C", "S", "C", "O", "H", "H", "H", "H", "H", "H", "H", "H", "H", "H"], "positions_angstrom": [[0.1648, 0.2135, -0.1942], [3.6242, 0.5978, 1.0104], [3.5448, 1.1457, -0.4022], [4.0917, 2.5654, -0.4651], [4.3260, 0.2740, -1.3729], [2.1207, 1.1182, -0.8098], [1.1751, 2.5426, -1.5612], [0.1995, 2.1772, 0.3662], [-0.1360, 3.0945, 1.3582], [1.1757, 3.8429, 1.7855], [-1.0750, 4.1411, 0.6985], [-0.7737, 2.3760, 2.5285], [-0.0393, 1.1346, -1.9246], [-0.6025, 0.8224, -3.2539], [-2.0496, 1.2832, -3.2891], [-0.4986, -0.6796, -3.4362], [0.2169, 1.5544, -4.3051], [4.6492, 0.6396, 1.3813], [3.3012, -0.4523, 1.0458], [2.9900, 1.1755, 1.6894], [5.1392, 2.5792, -0.1633], [3.5509, 3.2307, 0.2085], [4.0431, 2.9657, -1.4804], [5.3796, 0.2604, -1.0907], [4.2456, 0.6580, -2.3920], [3.9564, -0.7558, -1.3636], [1.6605, 4.3164, 0.9348], [1.8581, 3.1511, 2.2761], [0.8675, 4.6177, 2.4869], [-0.5804, 4.6898, -0.1026], [-1.3639, 4.8496, 1.4749], [-1.9625, 3.6434, 0.3071], [-0.1051, 1.6070, 2.9230], [-1.7168, 1.9108, 2.2210], [-0.9807, 3.0849, 3.3302], [-2.6903, 0.6262, -2.6979], [-2.4213, 1.2829, -4.3142], [-2.1288, 2.3023, -2.9026], [-0.9908, -1.1966, -2.6014], [0.5514, -0.9890, -3.4908], [-0.9940, -0.9884, -4.3580], [0.0893, 2.6367, -4.2225], [-0.1011, 1.2664, -5.3062], [1.2812, 1.3077, -4.2121], [4.4203, -5.5312, -1.2688], [2.9433, -5.5843, -0.9168], [2.3341, -4.2405, -1.1529], [1.5578, -3.5189, -0.3699], [1.5910, -1.7806, -0.7304], [0.7969, -3.9520, 0.6107], [0.3859, -5.3452, 0.9405], [0.9998, -5.8316, 2.2431], [4.8748, -6.4933, -1.0341], [4.9387, -4.7617, -0.6940], [4.5699, -5.3478, -2.3359], [2.8005, -5.8511, 0.1236], [2.4224, -6.3106, -1.5381], [2.7215, -3.7428, -1.9439], [0.3974, -3.2311, 1.1939], [0.6333, -5.9837, 0.1011], [-0.7000, -5.3230, 1.0142], [2.0910, -5.8454, 2.2027], [0.6522, -6.8456, 2.4429], [0.6959, -5.2038, 3.0831], [-5.4749, 4.0151, 2.9288], [-4.8361, 2.8519, 2.2134], [-4.6712, 2.8579, 0.8325], [-4.0925, 1.7799, 0.1770], [-3.6744, 0.6823, 0.9202], [-3.8304, 0.6474, 2.3056], [-4.4132, 1.7287, 2.9338], [-2.9510, -0.6002, -0.0034], [-3.5811, -2.0637, 0.7524], [-1.4393, -0.6591, 0.3807], [-5.6639, 4.8519, 2.2598], [-4.8478, 4.3563, 3.7528], [-6.4271, 3.7132, 3.3676], [-5.0233, 3.7081, 0.2582], [-3.9963, 1.7818, -0.9047], [-3.5018, -0.1981, 2.8980], [-4.5629, 1.7008, 4.0086], [-3.4111, -2.0499, 1.8273], [-3.0729, -2.9049, 0.2833], [-4.6475, -2.0990, 0.5233]], "forces_ev_per_angstrom": [[0.0048, 0.7641, 0.3730], [-0.2922, -0.0109, 0.1701], [0.1734, -0.1191, -0.1869], [-0.2985, 0.0586, 0.1595], [-0.1120, -0.0924, -0.0562], [0.9808, 0.3958, -0.6806], [-1.0312, -2.4008, 2.2107], [0.0941, -0.5214, -0.8218], [1.5535, 2.4099, -0.6823], [-1.3917, -0.6294, 0.3344], [-0.3133, -0.4650, 0.7865], [-0.5005, -0.4889, -0.0136], [-0.0146, 0.8231, -1.3433], [-0.1064, 0.0135, -0.0685], [-0.0241, 0.1040, 0.1363], [0.1828, -0.1320, 0.1487], [0.2101, -0.0429, 0.1890], [-0.0488, -0.0235, -0.0372], [0.0589, 0.0961, -0.0034], [0.0840, -0.0462, -0.0386], [-0.0319, -0.0005, -0.0441], [-0.0160, 0.0303, 0.0700], [0.0234, -0.0122, -0.1305], [-0.0311, -0.0093, -0.0438], [0.0343, -0.0209, 0.0277], [0.1132, 0.1087, -0.0091], [-0.0073, 0.0539, -0.1629], [0.1105, 0.0660, 0.0417], [0.3452, 0.0790, 0.0623], [0.2223, -0.0751, -0.0069], [-0.1525, 0.0964, -0.1395], [-0.0361, 0.0794, 0.0201], [0.0201, 0.0469, -0.0267], [0.2401, 0.1242, 0.0928], [0.0425, 0.0610, -0.0835], [0.0345, 0.0422, 0.0028], [0.0001, -0.0387, 0.0253], [-0.0263, -0.0204, -0.0558], [0.0054, 0.0285, -0.1037], [-0.1126, 0.0059, -0.0145], [0.0197, 0.0131, 0.0512], [-0.0740, 0.1034, -0.0168], [0.0218, 0.0520, -0.0185], [-0.0275, -0.0513, -0.0433], [-0.0130, 0.0797, -0.0605], [-0.0383, 0.0916, -0.1557], [0.2040, -0.0781, 0.1849], [-0.1188, -0.0970, 0.1376], [0.1330, -0.2220, -0.4435], [-0.0946, -0.1925, 0.0454], [0.1209, 0.1342, 0.1243], [0.0238, 0.0122, 0.0121], [-0.0226, 0.0168, -0.0266], [-0.0174, -0.0555, -0.0123], [-0.0058, -0.0037, 0.0769], [-0.0265, 0.0769, 0.1111], [-0.0725, -0.0380, -0.0142], [0.0687, 0.0131, -0.0087], [-0.0607, 0.0294, 0.0109], [0.0375, -0.0133, -0.1051], [-0.0469, 0.0356, -0.0011], [-0.0740, -0.0064, 0.0027], [0.0145, 0.0441, -0.0005], [0.0214, -0.0348, -0.0482], [0.0587, -0.1878, -0.0762], [-0.1597, 0.2584, 0.1372], [-0.0177, 0.0451, -0.1974], [-0.1613, 0.1408, -0.0085], [-0.0679, 0.0226, 0.0198], [-0.1233, 0.0435, 0.1350], [-0.0036, -0.1405, 0.1807], [0.1332, 0.2441, -0.3819], [-0.0881, -0.1795, 0.1186], [0.4012, -0.3392, 0.1999], [0.0305, -0.0292, -0.0111], [0.0360, 0.0017, -0.0166], [-0.0195, -0.0395, -0.0239], [0.0513, -0.0527, 0.0292], [0.0016, 0.0069, 0.0969], [-0.0246, 0.0234, -0.0460], [0.0507, 0.0233, -0.0772], [-0.0149, -0.0405, -0.0456], [-0.0662, -0.0036, 0.0081], [0.0238, -0.0446, 0.0595]]}